Entry 1:
# C4H10O2

A 2-piece molecular cluster, C4H10O2 overall (ωB97M-V/def2-TZVPD, the Open Molecules 2025 dataset).

```
16
C4H10O2 | the Open Molecules 2025 dataset | ωB97M-V/def2-TZVPD
O 0.059 -0.953 2.365
O 1.804 0.126 0.291
C -1.373 -0.820 -0.807
C 1.025 -0.217 -0.850
C -0.423 0.080 -0.549
C -0.701 1.435 0.039
H -2.423 -0.601 -0.627
H 1.150 -1.277 -1.110
H 0.828 -0.643 1.861
H -0.601 -1.105 1.678
H 1.342 0.388 -1.715
H -0.413 2.227 -0.664
H -1.760 1.555 0.282
H 2.738 0.033 0.067
H -1.139 -1.802 -1.213
H -0.114 1.573 0.952
```

- E_HOMO: -9.86 eV
- Frontier orbital gap: 10.4331 eV
- Spin multiplicity: 1
- E: -8404.4677 eV
- Max |F|: 0.38 eV Å⁻¹
- SMILES: C=C(C)CO.O
- Energy above the lowest of the compared OMol25 structures with the same formula, charge and spin: 104.1 kJ/mol

---

Entry 2:
# C38H21As2F6N8O6RuS

C38H21As2F6N8O6RuS as an isolated structure in a non-equilibrium geometry (ωB97M-V/def2-TZVPD, the Open Molecules 2025 dataset).

```
83
C38H21As2F6N8O6RuS | the Open Molecules 2025 dataset | ωB97M-V/def2-TZVPD
Ru 1.212 -0.626 -0.824
As -0.815 2.541 1.210
As -2.816 0.495 -1.234
S -1.810 -0.874 2.017
F -2.865 1.079 0.475
F -4.555 0.938 -1.237
F -3.055 0.164 -2.985
F -1.169 0.022 -1.572
F -3.215 -1.140 -0.848
F -2.463 2.188 -1.644
O -1.024 -0.558 0.866
O -1.149 -2.080 2.848
O -0.265 1.856 -0.107
O -3.190 -1.204 1.927
O 0.289 3.876 1.744
O -2.086 3.680 0.920
N 0.837 -2.147 0.379
N 1.732 0.791 -2.063
N 1.135 -0.216 -4.153
N -0.388 -3.536 -1.175
N 0.611 -1.716 -2.362
N 2.467 2.442 -0.491
N 1.397 -1.094 2.458
N 1.984 0.383 0.684
C -2.037 0.087 4.520
C -0.048 -3.171 0.050
C 2.274 1.994 -1.697
C 0.899 -2.040 1.708
C -0.280 -5.032 3.673
C 0.268 -3.806 3.554
C -1.156 -5.033 1.406
C -0.075 -2.992 2.369
C 3.265 4.467 -4.380
C -1.809 2.369 5.211
C 1.670 3.878 3.712
C -1.667 0.439 3.232
C 2.866 3.686 -5.462
C 0.625 -1.321 -3.665
C -0.062 -2.303 -4.478
C -1.323 -4.331 -4.046
C 1.657 3.693 2.221
C 2.567 2.767 -2.888
C -1.361 1.748 2.925
C -1.464 2.715 3.918
C 1.800 0.070 1.976
C -0.332 -2.365 -5.833
C -1.104 -3.423 -6.284
C 1.647 2.837 4.577
C 1.629 0.754 -3.421
C 2.306 2.433 -5.280
C -0.098 -2.881 -2.265
C 1.881 1.262 2.798
C -0.530 -3.802 1.209
C -1.594 -4.385 -5.404
C -2.080 1.044 5.518
C 1.686 1.487 4.142
C 2.160 1.980 -3.980
C -0.542 -3.282 -3.590
C 2.200 1.753 0.605
C -1.072 -5.619 2.642
C 2.091 2.318 1.885
C 3.116 4.021 -3.077
H 1.559 0.671 4.832
H -1.342 -3.499 -7.336
H -2.207 -5.187 -5.791
H -1.281 3.745 3.640
H -2.283 -0.947 4.709
H -2.346 0.762 6.525
H -1.873 3.134 5.971
H -2.480 3.440 0.070
H 1.590 3.031 5.640
H -0.088 -5.621 4.559
H -1.523 -6.583 2.820
H 3.691 5.443 -4.558
H 0.881 -3.343 4.310
H 1.987 1.826 -6.113
H 3.410 4.616 -2.228
H 1.592 4.897 4.061
H -1.712 -5.065 -3.358
H 0.040 -1.602 -6.498
H 2.239 4.466 1.698
H -1.621 -5.537 0.572
H 2.998 4.075 -6.462
```

- E_HOMO (alpha / beta): -4.75 / -4.79 eV
- Frontier orbital gap (alpha / beta): 4.6953 / 4.7095 eV
- Spin multiplicity: 1
- E: -215354.9974 eV
- Max |F|: 3.63 eV Å⁻¹
- Net charge: -1

---

Entry 3:
# C5H12NO

An isolated ion of composition C5H12NO and charge -1 in a non-equilibrium geometry (ωB97M-V/def2-TZVPD, the Open Molecules 2025 dataset).

```
19
C5H12NO | the Open Molecules 2025 dataset | ωB97M-V/def2-TZVPD
O 0.135 -1.908 -0.741
N -0.755 -0.983 1.714
C 0.213 0.541 -1.451
C 0.618 -0.335 1.704
C 0.624 1.043 1.091
C -0.597 0.969 -0.184
C -0.008 -1.106 -1.759
H 1.514 1.278 0.445
H -1.352 0.200 -0.112
H -0.293 1.116 -2.164
H 0.245 -1.401 -2.792
H 0.189 1.929 1.674
H 0.962 -0.406 2.727
H -1.103 -1.018 -1.981
H -1.331 -0.159 1.796
H 1.297 0.767 -1.390
H -0.939 2.019 -0.408
H 1.283 -1.016 1.184
H -0.700 -1.529 0.647
```

- E_HOMO: -2.81 eV
- Frontier orbital gap: 7.1174 eV
- Spin multiplicity: 1
- E: -8914.4108 eV
- Max |F|: 4.49 eV Å⁻¹
- SMILES: NCCCCC[O-]
- Net charge: -1
- Energy above the lowest of the compared OMol25 structures with the same formula, charge and spin: 256.0 kJ/mol

---

Entry 4:
# C32H91N5O11

A 11-piece molecular cluster, C32H91N5O11 overall in a non-equilibrium geometry (ωB97M-V/def2-TZVPD, the Open Molecules 2025 dataset).

```
139
C32H91N5O11 | the Open Molecules 2025 dataset | ωB97M-V/def2-TZVPD
O 0.540 4.940 3.169
O 2.813 -2.047 0.600
O -3.156 0.243 3.263
O -0.743 -1.233 -4.816
O -1.426 -3.885 -0.766
O 4.177 2.492 2.981
O 5.680 4.913 -0.655
O -0.568 -3.660 3.516
O 2.169 -1.305 -5.246
O 0.370 5.827 -6.604
O -0.881 1.173 -1.053
N -0.333 -6.527 0.015
N 4.896 2.097 0.006
N -0.025 -1.899 0.806
N -5.583 0.003 1.553
N -4.144 -2.948 4.392
C 0.087 0.389 1.575
C -0.579 6.106 -5.605
C -1.431 -0.496 -5.823
C -2.610 -3.215 -1.213
C 4.291 4.489 -0.480
C -1.739 4.680 3.243
C -1.737 -3.290 4.273
C -0.911 -4.809 -1.687
C -2.425 0.921 4.315
C 4.095 2.967 -0.908
C 3.295 -0.497 -4.791
C -1.124 1.483 -2.414
C 2.624 2.573 -0.924
C -0.417 3.982 3.008
C 2.657 0.720 -4.104
C 1.121 -6.332 -1.851
C -3.580 1.194 2.264
C -0.464 -5.110 3.288
C -0.484 -0.212 -0.826
C 3.046 1.669 2.884
C 2.585 1.404 4.307
C -3.056 -3.565 3.644
C -4.327 0.507 1.113
C 6.590 4.780 0.443
C -0.494 5.022 -4.540
C -0.613 -0.579 0.682
C 2.860 -3.048 1.515
C -3.207 -3.029 2.221
C 0.222 -5.563 -0.909
C -2.832 -1.055 -5.967
C 2.749 -2.495 2.953
C -4.591 1.524 -0.073
H -0.400 7.047 -5.085
H 3.854 -0.990 -3.995
H 0.547 -0.240 -1.178
H -1.647 2.436 -2.495
H 0.787 -4.861 -0.295
H 3.827 -3.545 1.442
H 0.466 5.624 2.498
H -0.870 -7.212 -0.497
H -0.943 5.344 -3.600
H -0.850 -0.540 -6.744
H -1.893 5.483 2.523
H -1.776 -3.707 5.279
H -0.278 3.536 2.024
H -0.208 3.150 3.681
H -1.347 -5.598 2.876
H 3.633 -1.934 3.257
H 4.652 2.186 0.982
H 3.874 3.386 3.153
H -1.655 -0.573 1.002
H 3.940 -0.217 -5.624
H -5.371 -0.597 2.338
H -1.661 -2.206 4.364
H -5.823 -0.722 0.891
H -3.242 -4.638 3.593
H 1.689 -5.576 -2.392
H 0.103 5.018 -7.046
H 1.946 1.174 -4.795
H -2.487 -2.463 -1.992
H 3.472 1.360 -3.767
H -1.417 1.170 3.982
H -1.021 -0.906 -1.473
H -0.664 -2.526 0.339
H 4.026 4.596 0.572
H 2.073 0.398 -3.242
H -3.378 -0.519 -6.743
H 1.894 -6.956 -1.403
H 1.979 3.014 -1.683
H -1.486 0.554 -5.537
H 2.499 -2.165 -5.514
H -3.407 -3.905 -1.490
H 0.387 -5.256 2.623
H 0.541 4.803 -4.279
H -2.897 1.860 4.604
H 4.457 2.792 -1.921
H 6.090 4.975 1.392
H -4.806 0.950 -0.974
H 2.048 2.293 4.637
H 0.579 -6.947 -2.569
H -2.956 -2.115 -6.189
H -0.607 -4.299 -2.602
H 3.335 0.788 2.311
H -0.032 -5.550 4.187
H -3.424 -0.944 -5.058
H 1.879 -1.850 0.501
H -5.040 -3.028 3.933
H 1.139 0.488 1.308
H 0.216 -1.254 -4.845
H -0.124 -2.097 1.791
H 7.053 3.802 0.574
H 0.137 0.126 2.631
H -4.293 1.872 2.734
H -0.983 -5.934 0.512
H -0.440 1.341 1.500
H -1.855 5.058 4.259
H -3.002 -1.959 2.200
H -0.179 1.511 -2.957
H -3.792 -0.363 0.734
H -3.904 -1.976 4.525
H -4.160 -3.333 1.788
H 2.111 -3.803 1.277
H -2.421 -3.465 1.605
H 2.360 2.326 2.351
H -1.583 6.197 -6.020
H 3.390 1.105 4.978
H -1.604 -5.568 -2.050
H -3.100 -2.686 -0.396
H -2.347 0.267 5.183
H -2.728 1.800 1.953
H 2.722 -3.369 3.603
H -2.542 3.945 3.186
H -3.710 2.143 -0.244
H -0.913 4.045 -4.782
H 5.758 2.623 0.011
H 1.828 0.630 4.435
H -1.725 0.702 -2.879
H 2.532 1.509 -1.142
H 7.456 5.425 0.298
H 2.166 2.726 0.053
H 1.899 -1.860 3.201
H -5.360 2.271 0.123
H 3.618 5.109 -1.072
```

- E_HOMO: -8.69 eV
- Frontier orbital gap: 9.0819 eV
- Spin multiplicity: 1
- E: -64627.0558 eV
- Max |F|: 3.16 eV Å⁻¹
- SMILES: COC[C@H](C)N.COC[C@H](C)N.COC[C@H](C)N.COC[C@H](C)N.COC[C@H](C)N.CCO.CCO.CCO.CCO.CCO.CCO
- Energy above the lowest of the compared OMol25 structures with the same formula, charge and spin: 227.6 kJ/mol

---

Entry 5:
# C10H16Cl2N4RhSe3Te

C10H16Cl2N4RhSe3Te as an isolated structure (ωB97M-V/def2-TZVPD, the Open Molecules 2025 dataset).

```
37
C10H16Cl2N4RhSe3Te | the Open Molecules 2025 dataset | ωB97M-V/def2-TZVPD
Te 0.818 -1.429 -4.071
Rh 0.051 -1.071 -1.473
Se -0.638 -3.414 -1.497
Se -2.295 -3.985 0.041
Se -1.434 -0.575 -3.359
Cl 3.281 3.570 -1.654
Cl -0.360 0.030 1.653
N 0.805 0.851 -1.421
N 0.488 -1.033 2.488
N 1.896 -1.671 -0.455
N -3.568 -0.418 -0.670
C 1.267 1.879 -1.186
C 0.316 1.432 1.410
C 1.800 3.126 -0.839
C -1.236 -0.681 0.073
C 1.123 4.034 -0.066
C 1.996 -2.276 0.887
C -0.005 3.810 0.739
C -2.433 0.255 -0.059
C -0.421 2.593 1.279
C 1.841 -1.243 2.000
H -1.406 2.620 1.752
H -1.548 -1.609 0.577
H 2.343 -0.306 1.725
H 2.365 -1.622 2.879
H -3.634 -1.375 -0.329
H -3.422 -0.492 -1.670
H -2.752 0.617 0.933
H 1.222 -3.039 0.984
H 1.495 5.053 -0.125
H 2.261 -2.322 -1.143
H -1.442 -3.327 -2.726
H 2.484 -0.843 -0.500
H -2.181 1.138 -0.648
H -0.587 4.684 1.004
H -1.468 -0.202 2.473
H 2.973 -2.762 0.996
```

- E_HOMO: -3.90 eV
- Frontier orbital gap: 6.0149 eV
- Spin multiplicity: 1
- E: -247966.4493 eV
- Max |F|: 0.26 eV Å⁻¹
- Net charge: -1
- Energy above the lowest of the compared OMol25 structures with the same formula, charge and spin: 1116.1 kJ/mol

---

Entry 6:
# C4H3I

One molecule with the formula C4H3I in a non-equilibrium geometry (ωB97M-V/def2-TZVPD, the Open Molecules 2025 dataset).

```
8
C4H3I | the Open Molecules 2025 dataset | ωB97M-V/def2-TZVPD
I 3.114 -0.178 0.006
C 0.117 0.746 0.039
C -1.406 -1.558 -0.081
C 1.644 1.273 -0.273
C -0.719 -0.562 -0.009
H -0.680 1.316 -0.614
H -2.172 -2.263 -0.133
H 0.102 1.226 1.066
```

- E_HOMO: -9.05 eV
- Frontier orbital gap: 7.8763 eV
- Spin multiplicity: 1
- E: -12290.6857 eV
- Max |F|: 2.87 eV Å⁻¹
- Energy above the lowest of the compared OMol25 structures with the same formula, charge and spin: 367.9 kJ/mol